159
Properties=species:S:1:pos:R:3:forces:R:3 method="wB97M-V/def2-TZVPD" lumo_energy_ev=0.42 charge=-1
C 2.78913 0.65014 -4.39688 0.844 0.866 -0.248
C 3.80988 0.70511 -5.60140 -1.077 0.122 0.184
C 3.65357 -0.45746 -6.66238 0.704 -0.209 0.658
C 2.75752 -1.66604 -6.21893 -0.463 0.062 -1.474
C 1.23997 -1.41829 -6.58178 0.193 -0.674 0.280
C 0.35110 -2.67313 -6.23890 0.656 0.305 0.014
C 0.03440 -2.84257 -4.71365 -0.545 0.545 -0.121
C -0.87142 -1.69866 -4.11885 -0.505 -0.573 -0.474
C -2.39770 -2.01634 -4.45309 0.779 0.348 -0.233
C -3.22703 -2.56480 -3.23564 0.350 0.223 0.270
C -4.15515 -1.49877 -2.54936 -0.465 -0.552 0.140
C -5.04878 -0.70262 -3.57428 0.496 -0.282 0.764
C -6.58700 -0.68267 -3.27778 0.366 -0.118 -1.363
C -7.31174 -0.05274 -4.53497 0.197 0.744 0.654
C -6.53715 1.22974 -5.01548 -0.735 -0.208 -0.338
C -5.60692 1.01018 -6.25654 0.213 1.288 0.089
C -4.52597 2.18016 -6.22604 -0.005 -1.191 0.209
C -3.12959 1.61116 -5.75018 -0.290 1.946 0.008
C -2.29239 2.81053 -5.14122 0.271 -1.809 -0.612
C -0.91489 2.30088 -4.51394 -0.678 1.312 -0.689
B -0.70625 3.09428 -3.07522 0.124 0.270 -0.836
N -1.42276 2.44915 -1.87311 -0.274 -1.145 0.243
C 0.91182 3.34352 -2.82851 -0.125 0.077 1.237
P 1.57590 2.55547 -1.29189 3.519 2.062 -2.125
O 3.08960 2.34949 -1.48073 -2.375 -0.203 1.007
O 0.94414 1.04019 -0.96380 -5.186 12.069 -6.465
O 1.42594 3.54082 0.07819 -0.803 -1.461 -1.593
H 1.77258 0.92880 -4.74746 0.492 -0.550 0.334
H 2.81746 -0.31046 -3.83563 -0.218 0.625 -0.479
H 3.10360 1.45705 -3.69105 -0.291 -0.745 -0.370
H 3.61083 1.67860 -6.11558 0.350 -0.658 0.382
H 4.83244 0.76975 -5.16823 -0.538 -0.253 -0.456
H 4.68471 -0.85340 -6.85662 -0.768 0.278 -0.007
H 3.28346 -0.05391 -7.63861 0.170 -0.355 0.797
H 3.06396 -2.53622 -6.86011 -0.192 0.560 0.599
H 2.89573 -1.98872 -5.16782 -0.099 0.473 -0.564
H 0.85536 -0.50874 -6.07274 0.207 -0.521 -0.375
H 1.17634 -1.24965 -7.68866 0.124 0.005 0.866
H 0.94682 -3.56851 -6.55592 -0.566 0.548 0.137
H -0.56510 -2.64229 -6.87997 0.475 -0.060 0.691
H 0.98962 -2.88271 -4.14261 -0.640 -0.299 -0.393
H -0.56097 -3.78842 -4.61761 0.866 0.516 0.250
H -0.73637 -1.61418 -3.01495 -0.136 -0.057 -1.139
H -0.58385 -0.72737 -4.58234 -0.196 -0.689 0.413
H -2.80716 -1.07471 -4.89264 -0.088 -0.866 0.485
H -2.39575 -2.76074 -5.29183 -0.134 0.545 0.663
H -2.49963 -2.91872 -2.45708 -0.563 0.150 -0.653
H -3.82540 -3.46686 -3.52323 0.314 0.818 0.080
H -4.83590 -2.04418 -1.84151 0.563 0.355 -0.487
H -3.54516 -0.82515 -1.89393 -0.420 -0.352 -0.729
H -4.87766 -1.14556 -4.58758 -0.272 0.397 0.834
H -4.64218 0.33687 -3.58252 -0.497 -0.860 -0.219
H -6.96003 -1.72995 -3.16661 0.291 0.738 0.270
H -6.82661 -0.07834 -2.37272 0.200 -0.503 -0.524
H -8.33481 0.26245 -4.21783 0.564 -0.416 -0.361
H -7.40105 -0.77004 -5.38857 0.094 0.400 0.768
H -5.95278 1.65846 -4.16531 -0.435 -0.368 -0.668
H -7.28376 2.02369 -5.28400 0.628 -0.585 0.122
H -5.09798 0.01787 -6.25068 -0.435 0.756 0.010
H -6.20023 1.09738 -7.19817 0.245 -0.291 0.697
H -4.45850 2.71472 -7.20522 0.130 -0.476 0.697
H -4.87828 2.92132 -5.46861 0.338 -0.369 -0.635
H -3.27571 0.86622 -4.93325 0.128 0.422 -0.860
H -2.58560 1.18122 -6.62751 -0.378 -0.011 0.811
H -2.10452 3.52562 -5.98404 -0.133 -0.304 0.860
H -2.93641 3.30302 -4.37784 0.505 -0.207 -0.436
H -0.88111 1.18333 -4.44374 -0.055 0.819 -0.142
H -0.12388 2.66797 -5.22778 -0.440 -0.696 0.523
H -1.20995 4.19041 -3.23060 -0.043 0.364 0.001
H -2.42850 2.61516 -1.95393 0.318 0.125 0.181
H -1.35138 1.43145 -2.01336 -0.124 0.268 0.158
H 1.52691 2.96483 -3.67610 -0.163 0.130 0.935
H 1.08597 4.44708 -2.73570 0.119 -0.958 0.189
H 0.17630 1.17891 -0.38469 -0.611 -0.033 -0.433
H 2.30910 3.51934 0.46800 0.038 0.136 -0.133
C 2.15460 0.36681 2.63026 -0.075 0.229 -0.351
C 2.11234 0.69596 1.27974 -0.222 -0.475 0.822
C 1.49900 -0.15982 0.37446 2.922 -6.514 4.921
C 0.92869 -1.34039 0.83622 0.325 0.891 1.190
C 0.97294 -1.68101 2.18086 -0.294 -0.237 0.454
C 1.58938 -0.82182 3.07886 -0.066 -0.138 -0.100
N 0.26120 -2.22993 -0.11238 0.363 0.069 0.226
O 0.26159 -1.89760 -1.27782 0.003 -0.101 -0.090
O -0.25707 -3.24088 0.31865 -0.131 -0.234 0.011
H 2.62836 1.03964 3.33560 0.029 -0.046 0.046
H 2.55451 1.62151 0.93246 -0.095 -0.512 -0.055
H 1.47065 0.10433 -0.67589 2.978 -4.831 1.067
H 0.53429 -2.60166 2.54183 -0.079 0.001 -0.091
H 1.62675 -1.07632 4.13089 -0.004 -0.016 -0.031
C 1.03313 -4.94820 8.13124 -0.016 0.030 -0.013
C 0.29483 -5.08768 6.96162 0.076 0.147 0.148
C -0.21633 -3.96584 6.32456 -0.064 -0.073 -0.134
C 0.02324 -2.70976 6.86758 0.276 -0.609 0.325
C 0.75345 -2.56000 8.03958 0.068 0.107 0.107
C 1.25865 -3.68733 8.67177 -0.099 -0.107 -0.168
N -0.49232 -1.52402 6.18612 -0.181 0.038 -0.232
O -1.14459 -1.69104 5.17239 0.144 -0.095 0.135
O -0.23826 -0.43728 6.66682 0.012 0.084 0.052
H 1.43547 -5.82593 8.62318 -0.024 0.043 -0.021
H 0.12037 -6.07144 6.54484 -0.015 0.066 -0.015
H -0.78989 -4.08296 5.41465 0.027 0.197 0.036
H 0.93604 -1.58222 8.46493 -0.095 0.017 -0.175
H 1.83171 -3.58352 9.58429 -0.030 0.040 -0.045
C -3.35732 1.03083 3.47352 -0.058 0.023 0.010
C -2.89579 0.96782 4.78362 -0.125 0.140 -0.111
C -3.63370 1.54331 5.80773 0.063 -0.024 0.061
C -4.83460 2.17532 5.50799 0.379 -0.297 -0.466
C -5.30069 2.25025 4.20126 -0.124 0.040 -0.110
C -4.55509 1.67440 3.18186 0.115 -0.058 0.173
N -5.62582 2.76061 6.58836 -0.045 0.032 -0.061
O -5.17997 2.69332 7.71914 0.054 0.008 0.146
O -6.68480 3.27750 6.30245 -0.094 0.058 0.020
H -2.78114 0.57555 2.67631 -0.010 0.034 0.046
H -1.96432 0.46870 5.00502 -0.054 0.060 0.006
H -3.26699 1.48948 6.82404 -0.152 0.070 -0.013
H -6.23276 2.74627 3.96634 0.034 0.005 0.190
H -4.90874 1.72368 2.15978 -0.001 0.030 0.056
C 8.31780 -3.25038 -3.88569 -0.021 -0.002 -0.002
C 7.35567 -2.91756 -2.93949 0.039 -0.095 -0.198
C 6.02313 -3.23684 -3.16113 -0.054 0.060 0.135
C 5.66866 -3.89312 -4.33250 0.719 0.204 0.127
C 6.62085 -4.22347 -5.28746 0.060 -0.062 -0.137
C 7.95094 -3.89840 -5.05958 -0.093 0.075 0.189
N 4.26951 -4.25163 -4.55827 -0.316 -0.045 0.047
O 3.46146 -3.93060 -3.71206 0.048 -0.004 0.092
O 3.99680 -4.85163 -5.57686 0.051 -0.096 -0.153
H 9.35812 -3.00431 -3.70728 -0.050 0.000 -0.013
H 7.64497 -2.41118 -2.02732 -0.064 -0.013 -0.029
H 5.28019 -2.97387 -2.42005 -0.104 -0.082 -0.153
H 6.34375 -4.73002 -6.20216 -0.176 0.032 0.116
H 8.70302 -4.15309 -5.79564 -0.062 0.000 0.005
C -4.18386 3.16575 10.78635 -0.107 0.025 -0.003
C -2.87740 2.93692 10.37112 -0.071 0.019 0.184
C -1.85589 2.84661 11.30665 0.083 -0.031 -0.105
C -2.15735 2.98328 12.65621 -0.512 0.043 -0.488
C -3.45852 3.21970 13.08105 -0.128 0.017 0.119
C -4.47355 3.31124 12.13849 0.250 -0.048 -0.111
N -1.08841 2.86426 13.64707 0.152 -0.006 0.090
O 0.04101 2.67596 13.24255 0.059 -0.012 -0.055
O -1.38965 2.95637 14.81998 -0.064 0.023 0.106
H -4.97852 3.22982 10.05305 0.076 -0.008 0.009
H -2.65677 2.82597 9.31694 -0.010 0.013 0.049
H -0.84195 2.66826 10.97475 -0.003 0.007 0.199
H -3.69300 3.33088 14.13118 0.204 -0.042 -0.021
H -5.49218 3.49225 12.45750 0.056 -0.004 0.018
C 5.54709 1.94482 0.46587 0.012 0.088 -0.238
C 6.85396 1.47717 0.37164 -0.142 0.018 0.327
C 7.55719 1.13577 1.51906 0.114 -0.055 -0.130
C 6.93871 1.26286 2.75701 -0.344 0.144 -0.549
C 5.63612 1.73558 2.86327 -0.157 0.069 0.056
C 4.94209 2.07690 1.71056 0.483 0.024 -0.001
N 7.66596 0.88157 3.96606 0.050 -0.027 0.117
O 8.80995 0.48943 3.84158 0.077 -0.019 -0.022
O 7.08705 0.97342 5.03064 -0.035 0.020 0.049
H 4.99507 2.20496 -0.43319 -0.084 -0.062 0.109
H 7.32295 1.37609 -0.59895 -0.004 0.008 0.045
H 8.57295 0.77307 1.43548 -0.055 -0.005 0.208
H 5.15520 1.83912 3.82683 0.196 -0.081 0.038
H 3.92566 2.44278 1.78091 0.304 0.057 0.135